1.
The following is a DFT calculation (ωB97M-V/def2-TZVPD) of a structure of composition C28H35N5P2PbSe at a distorted geometry.

Cartesian coordinates (Å):
C 3.520 0.294 -3.636
H -3.327 -3.024 -1.948
H -1.260 -1.572 -4.461
C -2.215 2.084 -3.009
H -1.619 1.038 0.017
C 1.349 0.212 3.654
H -0.724 1.912 2.240
C 4.409 1.217 -3.107
C -2.194 3.307 -2.349
C -1.336 2.044 4.965
C -5.400 -1.144 -3.768
H 5.151 1.766 -3.665
H 2.899 -5.598 -4.213
N -3.401 -1.019 -2.713
H 1.927 -0.703 3.876
H -1.864 3.757 -0.173
C 1.018 2.684 4.068
H 2.185 -1.028 6.109
C -0.980 0.949 2.700
H 2.590 0.204 -0.499
H 2.089 -2.750 6.634
C -0.357 0.070 9.127
N -2.003 1.059 -2.091
P 1.292 -1.204 -2.670
N 2.052 -2.435 -3.703
N 2.730 -0.212 -2.601
C 2.803 -3.709 -5.428
H -1.607 0.208 -4.633
C 2.413 -2.430 -5.049
H -4.121 0.693 -3.825
H 0.785 2.799 3.004
H -2.482 0.446 4.228
H -5.776 -3.276 -3.151
H 0.618 0.847 -3.844
H 3.117 -4.005 -6.414
C -0.232 3.056 4.894
H 2.432 1.316 5.080
H 1.981 -3.977 -2.201
C 0.266 0.022 2.636
C 2.680 -4.543 -4.263
H 1.783 3.437 4.312
C -1.641 1.138 4.033
C 0.443 -0.235 -4.034
Se -0.011 0.360 10.836
C -3.906 -2.314 -2.520
H 2.365 -1.524 -5.641
H -0.065 -1.025 2.717
H -6.273 -0.881 -4.344
H 0.668 0.161 1.620
N -0.591 -0.251 7.993
H 1.650 -1.413 7.778
H 0.076 3.229 5.932
C -1.949 3.031 -0.967
C 1.638 1.339 4.311
H -2.370 1.869 -4.052
H 0.867 -0.520 -5.014
H 4.632 1.964 -1.000
C 1.622 -1.748 6.719
H -2.326 4.271 -2.814
H -1.730 0.473 2.047
C 4.136 1.313 -1.700
H -1.931 2.076 5.897
H -0.584 4.012 4.473
C -4.311 -0.324 -3.519
C -5.136 -2.408 -3.135
H 3.400 -0.066 -4.645
P -1.741 -0.681 -2.293
C -1.822 1.656 -0.840
C 2.217 -3.744 -3.230
Pb -0.546 -2.440 6.727
C 3.098 0.446 -1.422
C -1.068 -0.559 -4.043

Total charge   0
Max |F|   3.053 eV/A
Frontier orbital gap   5.7404 eV
E_LUMO   -1.9 eV
HOMO energy   -7.61 eV
Energy relative to the best compared isomer or geometry (same formula, charge and spin)   0.0 kcal/mol



2.
The following is a DFT calculation (ωB97M-V/def2-TZVPD) of a cluster of 7 separate species, C50H80BN2O20P in total at a distorted geometry.

Cartesian coordinates (Å):
C -3.485 3.773 3.175
H -5.067 4.123 0.734
C -4.674 -0.582 -8.050
H 0.042 -2.786 6.212
H 3.935 3.821 -2.132
C 9.280 -1.072 4.891
H -3.001 1.679 3.045
H 3.352 1.505 -5.745
N -6.411 -3.427 1.434
H -4.524 -0.713 0.747
C -7.191 -3.197 3.485
C 2.222 -0.274 -2.611
H -4.480 4.187 3.327
H 2.485 -2.266 -1.884
C -5.526 0.875 -9.561
C 4.096 2.333 0.176
C -2.110 -1.004 6.540
C 0.440 0.151 2.247
H 11.925 1.275 2.876
H -2.812 4.417 3.740
H 4.567 -3.593 4.554
H 0.055 -2.464 4.457
H -4.271 1.073 -6.688
C -1.170 2.326 5.060
H -3.012 3.225 5.672
O 8.248 -0.858 4.032
H -6.130 -4.214 -0.462
H 10.683 2.102 3.797
H 10.505 1.914 2.039
O 4.668 -2.546 1.976
O -3.190 -3.220 -4.900
H 1.506 0.392 2.213
H 3.289 4.876 -0.869
C -4.680 1.979 0.665
H 6.293 -1.766 3.869
C -3.588 -2.244 -4.053
O 4.870 1.113 -4.402
C -1.567 -5.034 -4.837
C -5.042 0.715 -7.365
C 4.422 1.285 -5.755
H 3.015 2.487 0.131
C -5.381 -0.850 0.101
H -2.365 -5.651 -4.423
C 4.867 3.568 -0.217
C 3.951 -3.685 1.842
H -1.534 -5.229 -5.908
C 10.136 0.121 3.169
H -4.438 2.022 -1.412
C 5.404 -1.154 3.838
O 5.582 2.535 -2.829
H 4.848 5.225 -1.588
H -5.991 0.655 -6.829
H -0.778 -2.857 -2.806
O 9.214 -1.757 5.857
C -5.571 -4.107 2.248
O -4.600 -1.625 -4.170
H -0.615 -5.339 -4.401
C 3.768 -3.086 4.009
P -0.410 1.220 3.687
H -8.222 -2.304 1.760
O 4.487 2.158 1.550
H 0.397 -0.918 2.472
H -6.394 0.046 -1.509
H -2.970 -0.604 3.438
O 10.381 -0.394 4.491
O 5.435 3.186 -4.986
H 5.144 -0.845 4.851
H -7.813 -2.884 4.303
H -2.059 -0.164 7.227
O 3.274 -3.964 2.984
H -6.302 -0.757 0.669
C 4.195 4.414 -1.268
O -1.269 0.719 0.713
H 3.735 3.834 -6.861
C -6.345 -3.249 -0.007
H -2.178 -1.948 7.064
C 4.263 -1.908 3.204
H 5.293 4.082 -7.628
C -1.771 -3.176 -3.114
H 6.243 2.128 -6.558
H 10.485 -0.625 2.450
H -0.815 3.343 4.877
C -5.103 -1.820 -7.308
O 5.041 3.600 3.187
H -7.308 -2.919 -0.373
C -2.708 2.320 5.145
O -2.127 -1.067 3.511
C 5.329 2.307 -3.969
H 0.886 1.510 4.184
H -2.849 4.849 1.470
H -4.281 -2.688 -0.139
O -2.689 -2.073 -3.055
H -0.733 2.028 6.015
H -2.123 -3.959 -2.439
C 2.060 -1.293 -1.683
H -5.613 -4.392 4.430
H -6.117 2.192 -0.915
H 4.358 1.458 -0.413
H 5.879 3.302 -0.518
H 2.780 -0.425 -3.519
H 4.290 2.713 -8.124
C -5.404 0.137 -1.065
N -0.909 -0.965 5.663
H -5.478 1.917 1.403
C 1.665 0.970 -2.356
O 3.914 -4.351 0.859
C 8.627 0.217 3.160
O -5.192 1.614 -8.473
H 1.788 1.786 -3.054
H 1.202 -1.900 0.175
C 5.257 2.458 -6.221
H -2.228 3.223 1.543
H 2.972 -2.824 4.702
H 8.256 1.156 3.579
O -5.905 1.326 -10.590
H -5.250 -2.272 -1.544
C -0.125 0.376 0.894
H 8.198 0.073 2.171
H -4.725 -2.715 -7.804
H 0.439 2.130 -1.002
C -7.416 -2.875 2.174
C -3.129 3.816 1.684
B -1.237 -0.408 4.346
H -3.769 3.624 -0.302
H 4.596 0.380 -6.331
C -4.213 3.451 0.681
C -5.196 1.643 -0.731
C -1.833 -3.574 -4.570
H -4.698 -0.162 -1.832
C 10.850 1.432 2.953
C -3.422 2.352 3.784
H 5.640 -0.263 3.255
H -6.191 -1.904 -7.289
C -6.033 -3.990 3.532
H -4.444 2.007 3.939
C 1.325 -1.091 -0.529
C 0.739 0.145 -0.313
C -0.520 -2.376 5.378
H -1.169 -2.950 -5.174
H -3.035 -0.881 5.976
H -4.708 -4.641 1.902
H -4.731 -1.808 -6.287
H -3.108 1.499 5.737
C 4.603 3.317 -7.273
H -1.392 -3.009 5.246
H -3.835 1.360 0.931
H 3.441 -1.225 2.966
H -0.929 2.105 2.717
C -5.240 -2.286 -0.456
O 4.945 4.279 1.040
H -3.602 -0.620 -8.265
O -5.368 -0.446 -9.305
C 4.845 3.373 2.037
C 0.909 1.184 -1.217

Total charge   0
Max |F|   1.457 eV/A
Frontier orbital gap   7.5585 eV
E_LUMO   -0.1 eV
HOMO energy   -7.64 eV



3.
The following is a DFT calculation (ωB97M-V/def2-TZVPD) of the molecule C19H22N4OS at a distorted geometry.

Cartesian coordinates (Å):
C 0.244 -1.672 -2.090
H 2.081 2.471 -0.562
C 1.032 3.508 -2.163
H 0.993 -4.111 -0.008
C 0.298 2.953 2.382
N 1.313 1.087 -1.900
H 1.291 -2.697 1.010
C -0.735 -1.271 0.070
C -1.389 -4.874 1.223
H -0.791 1.985 -3.352
H 0.603 -0.062 -3.508
N 0.434 -2.448 -2.918
H -2.405 -2.579 0.241
C 1.926 2.376 -1.635
H 0.083 3.491 -1.618
H -1.243 -5.396 0.279
H -1.160 -3.141 -0.880
C -0.267 0.764 1.238
C -0.288 1.708 2.339
H 1.586 3.483 -4.118
H -2.718 -1.268 2.030
C 0.185 2.040 -3.844
C -0.706 -3.513 1.183
S -0.967 -2.701 2.832
C -1.682 -1.086 2.327
H -0.971 -5.479 2.024
H 2.045 0.914 -3.827
C 0.554 0.516 -0.927
H 1.222 -4.301 1.738
H 1.509 4.476 -2.007
O -0.923 1.471 3.510
N 0.411 1.223 0.189
H -2.457 -4.763 1.401
C -1.325 -2.645 0.078
C 0.001 3.490 3.650
H 0.297 4.444 4.034
C 0.006 -0.796 -1.018
C 0.796 -3.665 0.966
C -0.742 2.544 4.291
C -0.897 -0.490 1.214
H 2.892 2.393 -2.151
C 1.076 0.898 -3.315
H -1.668 -0.485 3.229
N 0.736 3.353 -3.576
H 0.860 3.408 1.595
H 0.040 1.929 -4.920
H -1.184 2.517 5.267

Total charge   0
Max |F|   1.323 eV/A
Frontier orbital gap   7.6866 eV
E_LUMO   -0.1 eV
HOMO energy   -7.82 eV
Energy relative to the best compared isomer or geometry (same formula, charge and spin)   42.5 kcal/mol



4.
The following is a DFT calculation (ωB97M-V/def2-TZVPD) of a cluster of 9 separate species, C5H29NO8S in total at a distorted geometry.

Cartesian coordinates (Å):
O 1.956 -2.680 0.728
O 1.212 1.278 -2.572
O 0.370 -2.350 2.885
H 0.935 -1.788 3.457
H 0.269 3.620 -1.163
O 1.079 3.300 -0.805
O 2.471 -0.878 -1.533
H 1.709 1.471 -3.344
H 1.461 -0.543 1.195
H -2.459 0.847 0.443
H 1.283 2.531 -1.374
C -2.003 -0.483 -2.019
H -1.930 -2.075 0.998
H -0.840 1.083 2.079
H 2.369 -1.128 -0.667
S 1.881 1.645 2.005
C 0.957 0.399 1.005
H -2.454 -2.718 -0.676
H 1.292 -2.792 -0.032
H -1.075 1.291 -0.531
C -1.435 0.489 0.139
H 1.094 0.667 -0.057
C -2.395 -1.777 -0.001
N -1.521 -0.784 -0.658
H -2.097 -1.467 -2.596
H 1.533 0.472 -2.178
H 3.445 -0.880 -1.724
O -3.900 0.019 2.113
C -0.532 0.343 1.372
O -1.165 3.032 -2.306
H -1.779 2.537 -1.812
H -3.451 -1.434 0.189
H -2.977 0.009 -2.042
H -1.218 0.142 -2.594
H 0.882 -2.476 2.051
H -0.576 2.370 -2.651
H 2.457 -3.504 0.912
H 1.190 -2.153 -1.897
O 0.554 -2.772 -1.486
H 1.650 2.748 1.297
H -4.300 0.236 3.006
H -0.770 -0.650 1.929
H -0.162 -2.166 -1.180
H -3.098 -0.489 2.308

Total charge   0
Max |F|   4.639 eV/A
Frontier orbital gap   8.5501 eV
E_LUMO   0.0 eV
HOMO energy   -8.56 eV
Energy relative to the best compared isomer or geometry (same formula, charge and spin)   0.0 kcal/mol



5.
The following is a DFT calculation (ωB97M-V/def2-TZVPD) of a structure of composition C31H32AuBN9 at a distorted geometry.

Cartesian coordinates (Å):
H 2.912 2.885 1.619
B 2.168 2.145 1.090
H -2.553 -3.784 0.883
C 1.388 -2.435 -0.497
N 1.360 1.336 2.099
C 4.279 1.083 -0.018
C -2.488 -0.704 -0.887
H 1.744 -4.591 -0.731
H -4.522 1.740 -0.003
C -2.377 1.426 -0.368
H -4.699 -0.855 -0.665
C 1.394 1.344 3.446
C 3.249 -0.082 -1.604
H -0.854 -2.073 3.135
C 1.068 -3.763 -0.780
C 0.394 4.493 -1.175
C -6.250 -5.871 -0.754
H -4.373 -5.438 1.047
N 0.301 -1.637 -0.658
N 2.953 1.188 0.155
C -2.092 -2.038 -1.069
H -5.721 -4.317 -2.863
N -1.632 0.363 -0.769
H 1.825 -0.880 -2.963
C 2.292 2.220 4.238
H 0.219 0.165 4.899
H 3.335 2.022 3.997
C 0.015 3.242 -1.651
C -0.736 2.895 -2.879
N 0.511 2.319 -0.817
H -0.127 2.246 -3.507
H 2.136 2.047 5.297
H 6.277 1.385 0.586
H 0.156 5.442 -1.610
C -5.037 -4.180 -2.040
C -3.136 -3.080 -1.058
H 2.874 5.208 0.785
C -3.250 -3.900 0.066
C -0.113 -0.128 2.727
H -0.968 3.805 -3.427
C 2.900 -0.886 -2.797
C -5.175 -4.960 -0.889
C 0.461 0.416 3.888
H -3.931 -2.616 -2.990
H -1.663 2.373 -2.648
C 5.285 1.726 0.862
Au 0.340 0.335 -0.729
H -0.861 -4.634 -1.403
N 2.331 0.462 -0.800
H -2.086 -0.810 3.097
C -1.171 -1.164 2.624
C -0.750 -2.451 -0.995
H -1.930 2.374 -0.152
C -3.727 1.080 -0.289
H 2.098 3.269 4.022
H 2.323 -2.036 -0.154
C -3.819 -0.248 -0.636
C -4.266 -4.826 0.163
N -7.119 -6.602 -0.609
C -0.272 -3.791 -1.101
H 1.458 6.253 0.596
N 1.223 2.932 0.152
H 3.396 -0.470 -3.673
H 1.518 5.046 1.896
N 0.442 0.444 1.670
H 3.237 -1.916 -2.679
C 1.153 4.259 -0.037
H 5.451 0.005 -1.545
C 4.506 0.280 -1.127
C -4.033 -3.233 -2.111
C 1.788 5.252 0.862
H 5.100 1.472 1.903
H -1.377 -1.393 1.581
H 5.249 2.810 0.770

Total charge   +1
Max |F|   1.649 eV/A
Frontier orbital gap (spin up / spin down)   6.8019 / 6.8025 eV
E_LUMO (spin up / spin down)   -4.2 / -4.2 eV
HOMO energy (spin up / spin down)   -10.95 / -10.95 eV
Energy relative to the best compared isomer or geometry (same formula, charge and spin)   0.0 kcal/mol



6.
The following is a DFT calculation (ωB97M-V/def2-TZVPD) of a cluster of 3 separate species, C4H16NO3 in total at a distorted geometry.

Cartesian coordinates (Å):
C -0.275 -0.663 -2.288
H -1.113 -1.899 1.633
H -1.006 2.220 -0.738
C 0.247 -1.343 -0.806
H 1.721 -1.103 1.333
O -1.594 2.205 0.035
H -0.435 -2.238 -0.682
H 1.260 -1.704 -0.784
H -0.274 -1.936 3.150
H 0.274 -1.260 -3.071
H 0.782 3.303 1.364
H -1.479 -0.632 -2.474
O -0.019 0.576 -2.527
H 0.303 0.688 -0.084
H 1.264 3.813 -0.147
H 0.339 -3.066 1.879
H -1.020 -0.139 0.472
H -2.421 2.574 0.040
H 0.978 0.722 -2.987
O 1.263 3.040 0.506
H 0.734 0.003 2.253
C 0.671 -0.865 1.629
C -0.141 -1.959 2.031
N -0.062 -0.337 0.261

Total charge   +1
Max |F|   8.878 eV/A
Frontier orbital gap   11.2863 eV
E_LUMO   -2.9 eV
HOMO energy   -14.14 eV
Energy relative to the best compared isomer or geometry (same formula, charge and spin)   85.2 kcal/mol



Total energy per entry: -126221.8239; -107043.3386; -38903.0168; -34360.7639; -50442.0859; -12030.9399 eV